23 unconnected molecules or ions with the total composition C23H28Cl66IN2 in a non-equilibrium geometry. Source: OMol25; level of theory: ωB97M-V/def2-TZVPD.

## Properties
Gap between HOMO and LUMO in eV: 7.62
HOMO in eV: -11.8739
LUMO energy in eV: -4.25

```
! wB97M-V def2-TZVPD RIJCOSX def2/J DEFGRID3
* xyz 1 1
I 0.334 0.484 0.545
Cl 3.891 3.676 2.543
Cl -4.040 6.611 -7.945
Cl -4.954 -3.560 -4.422
Cl -4.325 -1.799 12.053
Cl -6.827 7.084 -7.244
Cl -2.264 3.758 -4.898
Cl -4.340 0.533 -8.760
Cl 7.103 9.591 3.084
Cl 5.830 -2.936 4.415
Cl -1.961 -6.025 -5.417
Cl 12.859 1.515 7.492
Cl -7.436 -7.493 -8.325
Cl 0.162 2.283 -3.337
Cl -3.451 -9.567 -10.224
Cl -5.446 1.815 9.601
Cl -2.165 -7.348 -8.844
Cl 2.551 -9.430 -5.946
Cl -1.365 -3.273 -6.160
Cl -2.132 2.164 5.785
Cl -0.156 -0.716 8.151
Cl 5.581 1.356 2.047
Cl -2.891 -7.091 -11.653
Cl 9.056 2.698 4.467
Cl 13.596 2.071 4.729
Cl 7.927 6.402 6.375
Cl 0.174 2.468 -7.020
Cl -4.378 3.043 -6.768
Cl 0.205 1.762 9.639
Cl -2.451 -2.621 -3.265
Cl -2.094 0.058 10.183
Cl 2.983 -0.647 2.913
Cl 0.053 -0.622 -3.523
Cl -5.910 0.544 6.749
Cl -5.507 3.293 5.875
Cl 0.445 -1.716 3.859
Cl -6.696 2.224 -9.039
Cl 1.460 4.687 -5.639
Cl -5.724 -6.091 -6.432
Cl 0.195 -7.740 -6.224
Cl 6.869 5.405 3.851
Cl 13.262 4.264 6.617
Cl -5.970 -8.990 -6.303
Cl -5.173 1.101 3.987
Cl -1.985 0.092 3.743
Cl 1.220 -9.201 -8.526
Cl 9.203 0.627 2.425
Cl 0.734 4.944 -8.448
Cl -2.412 0.920 -3.367
Cl 6.028 7.860 1.003
Cl -6.155 5.895 -9.816
Cl -4.729 -3.193 -1.542
Cl -4.115 1.586 12.182
Cl -3.285 -4.817 -7.713
Cl -6.470 3.276 11.903
Cl -5.050 4.232 -4.196
Cl -0.271 2.440 3.562
Cl 3.910 -4.481 2.862
Cl -2.572 -3.031 14.027
Cl -4.294 -0.810 14.792
Cl 8.907 8.043 1.401
Cl 10.917 2.974 2.244
Cl -5.672 0.762 -11.341
Cl 3.414 1.999 0.210
Cl 5.234 -5.689 5.158
Cl 9.623 6.339 4.009
Cl 2.865 -2.102 5.434
N -1.760 -3.015 0.328
N -1.436 -0.602 0.435
C -0.977 0.643 8.938
C -5.896 0.739 -9.583
C -5.946 -7.577 -7.371
C -5.670 1.792 11.359
C -1.855 1.829 4.067
C -0.745 0.897 -3.966
C 12.699 2.652 6.142
C -3.868 4.187 -5.515
C -4.135 -2.240 13.759
C -6.070 1.682 5.400
C 9.333 2.364 2.749
C 5.404 -4.547 3.814
C -1.155 -1.827 -0.442
C 7.972 6.564 4.611
C 7.370 8.921 1.465
C -1.791 -4.884 -6.762
C -5.645 7.039 -8.563
C 1.290 3.835 -7.183
C -3.871 -3.653 -3.023
C 2.198 -1.966 3.798
C 3.947 2.026 1.899
C 0.995 -9.224 -6.769
C -2.335 -8.200 -10.388
H -5.102 -7.679 -8.058
H -3.532 -4.687 -2.918
H -2.624 2.346 3.487
H 11.641 2.722 5.874
H -0.985 -5.233 -7.411
H 7.415 9.749 0.753
H -2.257 -0.037 0.074
H -1.355 -8.588 -10.677
H -7.128 1.751 5.132
H -0.770 0.967 -5.057
H -1.666 -0.869 1.437
H 0.003 -1.998 -0.574
H 8.564 2.881 2.169
H -4.928 -2.945 14.022
H 0.356 -10.073 -6.514
H 3.265 1.405 2.486
H -6.310 0.943 11.613
H 2.394 -2.901 3.267
H -2.760 -2.742 0.484
H -3.811 5.183 -5.961
H -1.554 1.181 8.182
H -1.233 -3.009 1.235
H 6.210 -4.897 3.164
H 7.645 7.574 4.350
H -6.535 -0.110 -9.329
H -1.604 -1.737 -1.528
H -5.588 8.035 -9.008
H 2.270 3.447 -7.472
*
```

***

A single C23H28FN4O2P molecule in a non-equilibrium geometry. Source: OMol25; level of theory: ωB97M-V/def2-TZVPD.

## Properties
Gap between HOMO and LUMO in eV: 7.51
SMILES: [H]/N=C(/C)Cc1nc2c(CCCF)c(P(C)CC)c(CC#C)c(OC#N)c2nc1OCC
HOMO in eV: -8.3336
LUMO energy in eV: -0.83

```
! wB97M-V def2-TZVPD RIJCOSX def2/J DEFGRID3
* xyz 0 1
P -0.157 0.620 3.467
F -2.487 -3.752 2.277
O 3.824 -0.035 -0.183
O 1.440 -1.122 -4.311
N 4.891 -2.269 -0.097
N 2.045 -0.624 -2.160
N -3.811 -0.640 -3.505
N -0.826 -0.739 -1.492
C -2.296 -1.769 0.896
C -1.213 2.153 3.098
C -1.419 -1.266 -3.804
C -2.656 2.042 3.723
C -2.345 1.252 -3.334
C 0.604 0.213 1.826
C 2.458 1.022 -5.001
C 4.379 -1.232 -0.066
C -1.844 -0.250 1.036
C 0.133 -0.445 -0.555
C 2.021 0.209 1.446
C 1.068 -0.871 -3.003
C -0.320 -0.146 0.806
C -2.193 -2.384 2.330
C 1.019 1.239 4.755
C -0.364 -0.954 -2.705
C 2.446 -0.081 0.155
C 1.507 -0.401 -0.913
C -2.601 -0.260 -3.561
C 1.242 0.058 -5.128
C 3.345 -0.624 3.453
C 3.116 0.528 2.478
C 3.455 -1.319 4.432
H -2.172 0.065 2.040
H -3.084 1.585 -2.577
H -1.334 1.464 -2.932
H 1.635 2.120 4.480
H 1.623 0.410 5.175
H 2.953 1.485 3.014
H 1.070 -0.232 -6.187
H -1.342 2.189 1.995
H 0.384 1.582 5.609
H -2.476 1.855 -4.254
H -2.913 -1.827 2.970
H -3.404 2.075 2.907
H -1.640 -2.335 0.213
H 3.374 0.474 -5.296
H -1.015 -1.155 -4.825
H -2.367 0.307 0.230
H -1.169 -2.208 2.733
H 2.319 1.884 -5.683
H 4.102 0.660 1.977
H 2.530 1.331 -3.937
H -2.778 1.054 4.220
H 0.305 0.566 -4.794
H -0.665 3.072 3.386
H 3.466 -1.723 5.442
H -1.809 -2.288 -3.612
H -3.359 -1.798 0.577
H -3.850 -1.656 -3.638
H -2.844 2.889 4.408
*
```

***

A single C23H28N2O3 molecule in a non-equilibrium geometry. Source: OMol25; level of theory: ωB97M-V/def2-TZVPD.

## Properties
Gap between HOMO and LUMO in eV: 8.77
SMILES: Cc1ccc(CN2CCN(Cc3ccccc3-c3ccco3)C[C@H]2CCO)o1
Energy relative to the best compared isomer or geometry (same formula, charge and spin) in kJ/mol: 266.4
HOMO in eV: -7.9710
LUMO energy in eV: 0.80

```
! wB97M-V def2-TZVPD RIJCOSX def2/J DEFGRID3
* xyz 0 1
O -0.774 2.412 2.823
O -3.978 -1.220 -0.140
O 3.337 1.540 -0.998
N 1.175 -0.247 -1.316
N -1.504 0.721 -0.969
C -0.527 1.393 -1.800
C 3.335 0.950 0.215
C 3.068 1.889 1.181
C -2.592 0.076 -1.692
C 3.453 -2.767 -0.337
C -0.287 0.687 1.167
C 3.156 -1.430 -0.557
C -0.877 -0.143 0.023
C 3.063 2.839 -0.817
C -4.746 0.841 -0.449
C -5.588 0.179 0.478
C 2.323 -1.029 -1.744
C -1.322 1.623 1.791
C 3.602 -0.476 0.367
C -5.078 -1.074 0.634
C 4.597 -2.232 1.695
C 4.174 -3.173 0.773
C 0.207 -1.045 -0.591
C 0.518 0.449 -2.402
C -5.514 -2.225 1.468
C 4.312 -0.896 1.491
C 2.884 3.116 0.503
C -3.781 -0.053 -0.798
H 4.655 -0.158 2.200
H 2.921 -0.405 -2.414
H 0.555 1.270 0.793
H 0.035 -0.253 -3.109
H -2.859 0.715 -2.537
H 3.031 3.462 -1.689
H -6.432 -1.971 1.989
H -2.126 1.048 2.256
H 0.723 -1.583 0.207
H -2.327 -0.922 -2.076
H -1.760 2.254 1.007
H -1.661 -0.783 0.439
H -5.685 -3.104 0.847
H 2.018 -1.932 -2.304
H -0.006 2.125 -1.177
H -4.846 1.845 -0.807
H -0.014 2.885 2.467
H 0.096 0.010 1.933
H -4.747 -2.477 2.201
H 3.109 -3.506 -1.048
H -6.455 0.581 0.961
H 5.153 -2.539 2.569
H 2.655 4.067 0.939
H 4.396 -4.220 0.919
H -1.050 1.932 -2.593
H 1.261 1.031 -2.952
H -0.266 -1.794 -1.256
H 2.988 1.720 2.235
*
```

***

A single C23H28N2O8S molecule in a non-equilibrium geometry. Source: OMol25; level of theory: ωB97M-V/def2-TZVPD.

## Properties
Gap between HOMO and LUMO in eV: 8.65
SMILES: CCOc1cc(C(=O)CCC(=O)OCC(=O)Nc2ccc(C)c(S(=O)(=O)N(C)C)c2)ccc1O
Energy relative to the best compared isomer or geometry (same formula, charge and spin) in kJ/mol: 0.0
HOMO in eV: -8.1380
LUMO energy in eV: 0.51

```
! wB97M-V def2-TZVPD RIJCOSX def2/J DEFGRID3
* xyz 0 1
S -2.798 1.875 -0.079
O 2.707 -3.274 -2.072
O 3.894 -1.376 -2.006
O 4.367 -0.590 0.784
O 0.060 2.042 1.458
O -2.965 2.175 1.320
O 1.597 1.019 -2.182
O -1.491 0.362 2.886
O -2.024 2.778 -0.875
N -4.312 1.848 -0.759
N 0.923 -1.150 -1.933
C -0.792 -2.173 -0.623
C 0.543 0.793 1.672
C -5.516 1.789 0.023
C 3.624 -2.617 -1.629
C 2.168 -0.997 1.512
C 3.747 -2.889 0.789
C 1.765 0.317 1.241
C 4.536 -3.071 -0.520
C -0.261 -1.024 -1.207
C 1.778 -0.168 -2.313
C -0.300 -0.057 2.424
C 0.898 2.985 0.803
C -2.609 -0.895 0.337
C -3.830 -0.855 1.196
C -4.367 1.385 -2.118
C 0.186 4.326 0.815
C 1.329 -1.829 2.247
C 3.053 -0.736 -2.964
C 0.115 -1.353 2.704
C -1.943 -2.102 0.133
C 3.497 -1.400 1.023
C -2.082 0.232 -0.278
C -0.930 0.183 -1.040
H -5.256 2.064 1.042
H 4.341 -3.272 1.621
H -0.536 -1.976 3.296
H 1.855 3.051 1.338
H -0.560 1.095 -1.477
H -0.286 -3.118 -0.755
H 0.811 5.074 0.336
H 1.085 2.661 -0.228
H 5.427 -2.446 -0.498
H -6.238 2.513 -0.364
H -0.752 4.237 0.275
H -0.022 4.631 1.837
H 2.785 -1.444 -3.756
H 4.795 -4.120 -0.662
H -4.715 -1.102 0.610
H -5.163 1.905 -2.654
H -4.544 0.303 -2.181
H -3.744 -1.588 1.995
H -3.413 1.622 -2.582
H 2.811 -3.444 0.735
H -1.735 1.224 2.495
H 1.240 -2.109 -2.071
H -5.974 0.795 0.011
H -3.955 0.128 1.638
H 1.630 -2.832 2.504
H 3.642 0.090 -3.365
H 2.438 0.938 0.672
H -2.332 -2.998 0.592
*
```

***

A molecular structure, C23H28N4O3Pt in a non-equilibrium geometry. Source: OMol25; level of theory: ωB97M-V/def2-TZVPD.

## Properties
Gap between HOMO and LUMO (alpha / beta) in eV: 3.98 / 3.99
HOMO (alpha / beta) in eV: -4.1892 / -4.1855
LUMO energy (alpha / beta) in eV: -0.21 / -0.20

```
! wB97M-V def2-TZVPD RIJCOSX def2/J DEFGRID3
* xyz 0 3
Pt 0.221 -0.206 -0.199
O 1.101 -1.860 0.562
O 3.622 -3.476 0.914
O 2.314 0.904 -0.763
N 0.135 -1.245 -2.183
N 0.251 1.110 1.867
N -1.763 -1.039 0.578
N -0.679 1.682 -1.141
C -4.120 -1.182 0.992
C 1.910 -1.947 1.704
C -2.114 2.674 -2.763
C -0.628 4.048 -1.520
C 3.367 -2.320 1.502
C -0.831 -2.126 -2.447
C 1.512 2.150 3.602
C -0.181 2.893 -0.896
C -1.625 3.944 -2.473
C -0.859 1.513 2.473
C -2.583 -2.012 2.607
C 1.416 1.416 2.434
C -3.889 -1.798 2.213
C 1.133 -1.176 -3.046
C -0.870 2.266 3.634
C 1.137 -1.844 -4.257
C -3.029 -0.832 0.221
C 0.347 2.619 4.193
C 3.535 0.151 -0.880
C -1.559 -1.652 1.750
C -0.877 -2.927 -3.581
C -1.616 1.589 -2.075
C 0.151 -2.799 -4.493
H -1.997 4.818 -2.991
H -0.514 -1.856 1.973
H -3.192 -0.274 -0.697
H -1.687 -3.632 -3.692
H 4.168 0.516 -1.695
H -1.597 -2.256 -1.692
H 2.471 2.323 4.070
H -2.886 2.555 -3.510
H 1.428 -2.645 2.425
H 3.829 -1.442 0.956
H 2.295 1.130 1.868
H -4.733 -2.084 2.828
H 2.545 1.837 -0.771
H 0.534 2.965 -0.083
H -1.807 2.629 4.033
H 3.267 -0.896 -0.993
H 4.134 0.227 0.029
H 1.887 -0.989 2.286
H 0.405 3.201 5.104
H -1.810 1.204 2.048
H 1.933 -0.471 -2.857
H 1.938 -1.746 -4.974
H -0.165 4.973 -1.205
H -2.334 -2.478 3.549
H 0.255 -3.431 -5.365
H 3.770 -2.248 2.561
H -1.940 0.595 -2.362
H -5.128 -1.044 0.628
*
```

***

A single C23H28N6O3 molecule in a non-equilibrium geometry. Source: OMol25; level of theory: ωB97M-V/def2-TZVPD.

## Properties
Gap between HOMO and LUMO in eV: 8.84
SMILES: Cc1cccc(N(CC(=O)NC2CCCCC2)C(=O)Cn2nnc(-c3ccc(C)o3)n2)c1
Energy relative to the best compared isomer or geometry (same formula, charge and spin) in kJ/mol: 134.4
HOMO in eV: -8.2104
LUMO energy in eV: 0.63

```
! wB97M-V def2-TZVPD RIJCOSX def2/J DEFGRID3
* xyz 0 1
O 1.942 1.341 0.626
O -1.893 -2.602 1.624
O 0.908 -0.103 -3.367
N -0.908 0.116 1.550
N 0.829 2.253 -1.104
N -0.502 0.063 3.720
N -0.171 1.224 3.289
N -0.415 1.249 2.005
N 1.925 -0.605 -1.405
C 1.804 1.708 -2.043
C 3.040 -3.121 0.969
C -1.415 -1.982 2.728
C 0.981 1.959 0.201
C -1.977 3.283 -3.286
C -1.489 5.062 -1.734
C 1.494 0.229 -2.355
C 1.660 -2.029 -1.404
C -0.957 -0.630 2.651
C 3.824 -2.676 -0.262
C 2.969 -2.819 -1.519
C -0.476 4.309 -1.166
C -2.786 2.729 -4.416
C -0.225 3.030 -1.649
C -2.785 -4.759 0.942
C 0.895 -2.427 -0.138
C -0.151 2.367 1.154
C -2.224 -3.856 1.980
C -1.443 -2.839 3.799
C -1.967 -4.052 3.310
C -0.965 2.526 -2.711
C 1.763 -2.300 1.112
C -2.236 4.553 -2.782
H 0.126 4.714 -0.367
H -1.059 2.631 0.609
H -2.149 -4.756 0.058
H 0.570 -3.464 -0.245
H -2.257 1.915 -4.905
H 3.656 -3.008 1.863
H 2.321 -0.213 -0.560
H 2.798 1.793 -1.598
H -2.131 -4.952 3.866
H 2.018 -1.253 1.289
H 0.172 3.188 1.798
H -1.122 -2.610 4.794
H 2.724 -3.872 -1.673
H -3.733 2.342 -4.039
H 4.728 -3.279 -0.367
H 2.782 -4.178 0.871
H 4.133 -1.636 -0.140
H -3.776 -4.423 0.641
H 1.198 -2.645 1.981
H -3.021 5.151 -3.221
H 3.522 -2.470 -2.394
H 1.755 2.285 -2.967
H -1.687 6.056 -1.362
H -2.858 -5.769 1.333
H -0.746 1.542 -3.095
H 1.042 -2.221 -2.289
H 0.006 -1.802 -0.038
H -3.008 3.502 -5.148
*
```